P:
The following is a DFT calculation (ωB97M-V/def2-TZVPD) of CH3N4 as an isolated structure.

Positions of all 8 atoms, in Å:
C  0.848  0.428  0.044
N  1.925  1.159  -0.067
N  2.686  -0.244  -0.021
N  1.644  -0.881  0.031
N  -0.394  0.816  -0.005
H  1.473  -1.858  -0.015
H  -0.729  1.722  0.239
H  -1.190  0.283  -0.330

Values from the calculation:
HOMO energy ... -15.9 eV
Molecular weight ... 71.063 g mol⁻¹
Frontier orbital gap ... 8.622 eV
LUMO ... -7.3 eV
Total charge ... +1

Quick look at the natural (NBO) charges, all values in e: number 1, C, carries 0.580; number 2, N, carries -0.280; number 3, N, carries 0.292; number 4, N, carries -0.238; number 5, N, carries -0.724; number 6, H, carries 0.452; number 7, H, carries 0.466; number 8, H, carries 0.452

---

Q:
The following is a DFT calculation (ωB97M-V/def2-TZVPD) of an isolated ion of composition CH3N4 and charge +1.

Positions of all 8 atoms, in Å:
C  0.203  -0.129  -0.472
N  -1.611  0.570  -1.496
N  -1.555  1.139  -0.484
N  -0.467  0.946  0.201
N  0.925  -0.938  0.182
H  -0.121  1.205  1.214
H  1.520  -1.630  -0.298
H  1.106  -1.163  1.153

Values from the calculation:
HOMO energy (spin up / spin down) ... -15.8 / -15.8 eV
Molecular weight ... 71.063 g mol⁻¹
Frontier orbital gap (spin up / spin down) ... 8.676 / 8.669 eV
LUMO (spin up / spin down) ... -7.1 / -7.1 eV
Total charge ... +1

Quick look at the natural (NBO) charges, all values in e: number 1, C, carries 0.444; number 2, N, carries 0.236; number 3, N, carries 0.142; number 4, N, carries -0.459; number 5, N, carries -0.730; number 6, H, carries 0.464; number 7, H, carries 0.458; number 8, H, carries 0.446

---

R:
The following is a DFT calculation (ωB97M-V/def2-TZVPD) of CH3N4 as an isolated structure.

Positions of all 8 atoms, in Å:
C  0.628  0.148  1.202
N  -0.605  -0.124  -0.855
N  -1.105  -0.882  -0.174
N  0.029  -0.843  0.802
N  0.110  0.737  -1.323
H  0.605  -1.761  0.827
H  0.209  1.116  1.362
H  0.128  1.608  -1.841

Values from the calculation:
HOMO energy (spin up / spin down) ... -15.5 / -14.8 eV
Molecular weight ... 71.063 g mol⁻¹
Frontier orbital gap (spin up / spin down) ... 8.382 / 7.514 eV
LUMO (spin up / spin down) ... -7.1 / -7.3 eV
Total charge ... +1

Quick look at the natural (NBO) charges, all values in e: number 1, C, carries 0.220; number 2, N, carries 0.358; number 3, N, carries 0.044; number 4, N, carries -0.469; number 5, N, carries -0.357; number 6, H, carries 0.490; number 7, H, carries 0.221; number 8, H, carries 0.494

---

S:
The following is a DFT calculation (ωB97M-V/def2-TZVPD) of a 2-piece molecular cluster, CH3N4 overall.

Positions of all 8 atoms, in Å:
C  -0.277  0.446  0.288
N  2.302  1.167  -1.073
N  3.048  1.946  -0.802
N  -0.475  1.271  1.095
N  -0.103  -0.449  -0.559
H  -1.043  2.103  1.268
H  -0.863  -1.093  -0.470
H  0.964  -0.640  -0.786

Values from the calculation:
HOMO energy ... -17.6 eV
Molecular weight ... 71.063 g mol⁻¹
Frontier orbital gap ... 12.885 eV
LUMO ... -4.7 eV
Total charge ... +1

Quick look at the natural (NBO) charges, all values in e: number 1, C, carries 0.759; number 2, N, carries -0.102; number 3, N, carries 0.114; number 4, N, carries -0.480; number 5, N, carries -0.765; number 6, H, carries 0.493; number 7, H, carries 0.469; number 8, H, carries 0.512

---

Short version: R is the least stable of them.

---

P:
The following is a DFT calculation (ωB97M-V/def2-TZVPD) of a 2-piece molecular cluster, CH2N4O3 overall.

Positions of all 10 atoms, in Å:
C  1.202  -1.294  0.057
N  2.016  -1.703  0.746
N  0.147  -0.945  -0.617
N  -0.381  0.250  -0.695
N  0.359  1.361  -0.167
O  1.492  1.193  0.205
O  -0.211  2.415  -0.318
O  -1.759  -0.005  1.065
H  -0.177  -1.763  -1.236
H  -2.688  0.491  0.960

Values from the calculation:
HOMO energy (spin up / spin down) ... -10.1 / -11.7 eV
Molecular weight ... 118.052 g mol⁻¹
Frontier orbital gap (spin up / spin down) ... 8.134 / 9.304 eV
LUMO (spin up / spin down) ... -1.9 / -2.4 eV

Quick look at the natural (NBO) charges, all values in e: number 1, C, carries 0.360; number 2, N, carries -0.253; number 3, N, carries -0.382; number 4, N, carries -0.011; number 5, N, carries 0.594; number 6, O, carries -0.346; number 7, O, carries -0.318; number 8, O, carries -0.542; number 9, H, carries 0.453; number 10, H, carries 0.445

---

Q:
The following is a DFT calculation (ωB97M-V/def2-TZVPD) of a 2-piece molecular cluster, CH2N4O3 overall.

Positions of all 10 atoms, in Å:
C  0.419  -2.111  -0.678
N  -0.283  -3.015  -0.779
N  1.337  -1.161  -0.935
N  1.717  -0.198  -0.384
N  0.799  0.192  0.920
O  -0.063  -0.609  1.132
O  1.187  1.195  1.417
O  -1.447  1.549  -0.361
H  -2.329  1.617  -0.229
H  -1.337  2.541  -0.102

Values from the calculation:
HOMO energy ... -10.3 eV
Molecular weight ... 118.052 g mol⁻¹
Frontier orbital gap ... 8.679 eV
LUMO ... -1.7 eV
Structure (SMILES) ... N#C/N=N\[N+](=O)[O-].O

Quick look at the natural (NBO) charges, all values in e: number 1, C, carries 0.330; number 2, N, carries -0.245; number 3, N, carries -0.123; number 4, N, carries 0.069; number 5, N, carries 0.578; number 6, O, carries -0.316; number 7, O, carries -0.295; number 8, O, carries -0.922; number 9, H, carries 0.459; number 10, H, carries 0.464

---

Short version: P is the least stable of them.

---

P:
The following is a DFT calculation (ωB97M-V/def2-TZVPD) of one molecule with the formula H3N2O2P.

Positions of all 8 atoms, in Å:
N  -0.279  -0.744  -1.149
N  0.508  0.746  0.900
O  1.444  1.060  0.189
O  0.522  0.807  2.094
P  -0.979  0.454  -0.204
H  0.486  -1.209  -0.635
H  -0.003  -0.438  -1.998
H  -1.699  -0.676  0.803

Values from the calculation:
HOMO energy ... -10.6 eV
Molecular weight ... 94.010 g mol⁻¹
Frontier orbital gap ... 10.581 eV
LUMO ... 0.0 eV
Structure (SMILES) ... NP[N+](=O)[O-]

Quick look at the natural (NBO) charges, all values in e: number 1, N, carries -1.124; number 2, N, carries 0.308; number 3, O, carries -0.418; number 4, O, carries -0.356; number 5, P, carries 0.858; number 6, H, carries 0.399; number 7, H, carries 0.383; number 8, H, carries -0.050

---

Q:
The following is a DFT calculation (ωB97M-V/def2-TZVPD) of a 2-piece molecular cluster, H3N2O2P overall.

Positions of all 8 atoms, in Å:
N  -1.156  0.005  1.423
N  1.632  2.052  -1.896
O  0.624  2.663  -2.098
O  2.745  2.126  -2.446
P  1.795  1.062  -0.366
H  -1.589  0.867  1.094
H  -1.572  -0.854  1.225
H  1.442  2.033  0.563

Values from the calculation:
HOMO energy (spin up / spin down) ... -8.5 / -8.5 eV
Molecular weight ... 94.010 g mol⁻¹
Frontier orbital gap (spin up / spin down) ... 4.790 / 4.799 eV
LUMO (spin up / spin down) ... -3.7 / -3.7 eV

Quick look at the natural (NBO) charges, all values in e: number 1, N, carries -0.762; number 2, N, carries 0.288; number 3, O, carries -0.322; number 4, O, carries -0.365; number 5, P, carries 0.555; number 6, H, carries 0.332; number 7, H, carries 0.322; number 8, H, carries -0.047

---

Short version: Q is the least stable of them.

---

P:
The following is a DFT calculation (ωB97M-V/def2-TZVPD) of one molecule with the formula C2H2F4.

Positions of all 8 atoms, in Å:
C  0.765  -0.005  0.092
C  -0.777  -0.059  0.021
H  1.145  0.132  1.041
H  -1.172  -0.079  1.081
F  1.144  1.073  -0.644
F  1.250  -1.033  -0.483
F  -1.167  -1.147  -0.633
F  -1.188  1.118  -0.474

Values from the calculation:
HOMO energy ... -12.1 eV
Molecular weight ... 102.030 g mol⁻¹
Frontier orbital gap ... 13.055 eV
LUMO ... 0.9 eV
Structure (SMILES) ... FC(F)C(F)F

Quick look at the natural (NBO) charges, all values in e: number 1, C, carries 0.511; number 2, C, carries 0.513; number 3, H, carries 0.124; number 4, H, carries 0.114; number 5, F, carries -0.339; number 6, F, carries -0.297; number 7, F, carries -0.309; number 8, F, carries -0.317

---

Q:
The following is a DFT calculation (ωB97M-V/def2-TZVPD) of one molecule with the formula C2H2F4.

Positions of all 8 atoms, in Å:
C  0.158  0.682  -0.057
C  0.144  -0.659  0.516
H  1.099  1.360  -0.208
H  0.208  -0.366  1.743
F  -0.502  1.600  0.964
F  -0.392  0.712  -1.302
F  1.418  -1.087  0.073
F  -0.871  -1.350  -0.212

Values from the calculation:
HOMO energy ... -12.9 eV
Molecular weight ... 102.030 g mol⁻¹
Frontier orbital gap ... 13.864 eV
LUMO ... 0.9 eV
Structure (SMILES) ... FC(F)C(F)F

Quick look at the natural (NBO) charges, all values in e: number 1, C, carries 0.491; number 2, C, carries 0.466; number 3, H, carries 0.192; number 4, H, carries 0.218; number 5, F, carries -0.406; number 6, F, carries -0.307; number 7, F, carries -0.342; number 8, F, carries -0.311

---

Short version: Q is the least stable of them.